# 1
# C39H50F4N2O5

A 11-piece molecular cluster, C39H50F4N2O5 overall at a distorted geometry (ωB97M-V with the def2-TZVPD basis set, OMol25).

Each line ends with the Löwdin charge.
Cartesian coordinates (Å):
F 3.01322 -4.45618 4.49883  0.03
C 3.34597 -5.60641 3.82445  -0.24
C 2.48362 -6.70709 3.82492  -0.03
C 2.78154 -7.83344 3.09377  -0.08
C 4.01556 -7.90019 2.41892  -0.10
C 4.84727 -6.81827 2.36505  -0.09
C 4.52113 -5.61708 3.05106  0.00
H 1.51304 -6.70396 4.29859  0.11
H 2.11059 -8.67959 3.10993  0.10
H 4.32316 -8.82642 1.95645  0.10
H 5.72459 -6.72885 1.74158  0.10
H 5.17613 -4.76343 2.95791  0.11
F -0.21515 -11.76201 0.19483  0.07
C 0.00173 -11.93332 -1.10180  -0.29
C 0.24744 -13.13720 -1.71441  -0.03
C 0.43692 -13.24339 -3.05298  -0.09
C 0.44702 -12.05252 -3.74037  -0.11
C 0.15985 -10.79198 -3.20202  -0.07
C -0.00735 -10.76471 -1.84498  -0.03
H 0.14929 -14.07613 -1.18984  0.12
H 0.59004 -14.15458 -3.61217  0.11
H 0.70591 -12.07725 -4.78859  0.10
H 0.22512 -9.86835 -3.75795  0.11
H -0.22148 -9.80557 -1.39710  0.12
F 3.54674 -17.39755 2.78683  0.06
C 3.94959 -16.20707 3.22490  -0.29
C 2.93907 -15.28429 3.59904  -0.01
C 3.26463 -13.95017 3.85756  -0.08
C 4.60879 -13.57966 3.75988  -0.09
C 5.62727 -14.54663 3.51898  -0.07
C 5.29695 -15.88035 3.26172  -0.02
H 1.91582 -15.62934 3.58194  0.11
H 2.49576 -13.22712 4.08655  0.10
H 4.86586 -12.53759 3.87988  0.09
H 6.67300 -14.27708 3.50489  0.10
H 6.09991 -16.51698 2.92061  0.11
F 7.16965 -10.71438 7.49536  0.03
C 6.88248 -9.37414 7.68602  -0.26
C 5.58764 -8.89067 7.87087  -0.02
C 5.28063 -7.53484 7.99539  -0.07
C 6.34906 -6.65918 8.06235  -0.10
C 7.64398 -7.14179 7.99904  -0.08
C 7.89876 -8.48559 7.75141  -0.04
H 4.80291 -9.60074 7.65542  0.11
H 4.27591 -7.15383 7.88689  0.11
H 6.19939 -5.59529 8.17258  0.10
H 8.48529 -6.46757 8.06248  0.10
H 8.91396 -8.83960 7.64920  0.12
C 6.56965 -23.43516 4.25389  -0.08
C 5.59220 -22.43924 4.50206  -0.08
C 5.06000 -22.37884 5.74163  -0.18
N 5.36605 -23.27758 6.69555  0.05
C 6.26030 -24.31182 6.44719  -0.11
C 6.88249 -24.42964 5.17645  -0.08
H 7.03704 -23.59936 3.29421  0.10
H 5.35872 -21.78480 3.67526  0.10
H 4.34317 -21.59401 5.93293  0.10
H 6.40041 -25.08721 7.18580  0.09
H 7.66728 -25.14751 4.98892  0.09
C 4.69756 -18.45324 -4.52665  -0.08
C 3.80247 -18.56574 -5.59917  -0.10
C 2.45153 -18.68308 -5.40522  -0.13
N 1.93200 -18.86726 -4.13319  0.04
C 2.74975 -18.71279 -3.08352  -0.14
C 4.13839 -18.40554 -3.24530  -0.06
H 5.70303 -18.10383 -4.70930  0.10
H 4.23341 -18.47949 -6.58570  0.10
H 1.74093 -18.76954 -6.21392  0.10
H 2.33006 -18.89491 -2.10521  0.09
H 4.86294 -18.39104 -2.44454  0.09
C 9.38424 -10.13957 2.15591  -0.17
O 10.40307 -11.09729 1.98348  -0.12
H 9.73690 -9.40678 2.88170  0.07
H 9.05094 -9.58320 1.27987  0.08
H 8.56964 -10.65832 2.66131  0.08
H 11.01727 -10.74502 1.33520  0.07
C -3.51228 -15.22777 4.84038  -0.16
O -2.40699 -14.35624 4.65917  -0.13
H -3.55605 -16.08915 4.17389  0.07
H -3.63929 -15.56714 5.86838  0.08
H -4.38827 -14.70307 4.45901  0.07
H -2.13206 -14.26040 3.74438  0.07
C -1.79514 -19.51941 1.31797  -0.16
O -2.44069 -18.76876 0.28393  -0.13
H -2.24043 -20.51100 1.23682  0.08
H -0.70574 -19.48332 1.31514  0.07
H -2.05696 -19.12565 2.30006  0.07
H -2.66610 -19.42159 -0.38286  0.07
C 0.92098 -14.06966 8.85160  -0.17
O 0.07029 -13.16647 8.17692  -0.12
H 0.40313 -14.47122 9.72263  0.07
H 1.15844 -14.93873 8.23805  0.08
H 1.82150 -13.61831 9.26807  0.07
H -0.18906 -13.54553 7.33392  0.07
C 11.47968 -15.72094 3.63829  -0.18
O 11.06736 -15.42176 2.33546  -0.12
H 10.68912 -15.44611 4.33656  0.07
H 11.77250 -16.77083 3.64804  0.08
H 12.32725 -15.09052 3.90718  0.07
H 10.98929 -14.46639 2.28287  0.07

Atoms 1-6, force components in eV/Å:
0.147 -1.034 -0.405
0.689 0.351 -0.733
-0.505 0.577 0.004
1.511 -0.032 -0.064
-0.671 -0.878 0.050
-0.160 2.218 0.559

LUMO energy	0.20	eV
M	702.8	g/mol
orbital gap	9.3149	eV
charge	0



# 2
# C39H51BN7P2S2Sr

C39H51BN7P2S2Sr as an isolated structure at a distorted geometry (ωB97M-V with the def2-TZVPD basis set, OMol25).

Each line ends with the Löwdin charge.
Cartesian coordinates (Å):
Sr -1.91237 0.40551 -0.87823  1.21
N -3.38868 -1.43015 -0.37385  -0.08
C -4.28594 -0.25247 -0.28003  -0.33
C -4.08337 0.57353 1.00961  -0.20
N -3.03331 1.61583 0.90813  -0.21
C -3.36760 2.74049 -0.00316  -0.19
C -2.89058 2.72893 -1.47551  -0.35
N -1.43259 2.78812 -1.70717  -0.05
H -3.34644 -1.76244 -1.34441  0.01
H -3.91884 -2.13754 0.12381  0.11
H -5.34044 -0.51391 -0.37377  0.13
H -4.12076 0.43337 -1.12290  0.03
H -3.81364 -0.10404 1.82201  0.12
H -5.04490 1.03991 1.25471  0.13
H -2.84524 1.99824 1.82507  0.09
H -2.99237 3.66512 0.43983  0.13
H -4.46024 2.83752 -0.06781  0.13
H -3.42669 3.56295 -1.93460  0.13
H -3.27373 1.85098 -2.01680  0.00
H -1.11340 3.69331 -1.37646  0.09
H -1.27499 2.78101 -2.70994  0.09
C 1.60248 -1.03089 2.18380  -0.27
C 0.05722 -1.00208 2.25388  -0.36
P -0.75702 0.33706 3.20601  1.06
C -0.36250 -0.03631 4.94269  -0.40
C -0.92502 0.80247 5.90630  -0.13
C -0.70335 0.58293 7.25572  -0.08
C 0.06301 -0.50152 7.66418  -0.08
C 0.60239 -1.35753 6.71704  -0.07
C 0.39451 -1.12585 5.36294  -0.08
C 0.34694 1.76533 2.84063  -0.37
C 1.10932 2.40625 3.81387  -0.08
C 1.87462 3.52187 3.49339  -0.07
C 1.90414 4.00825 2.19883  -0.09
C 1.16214 3.37474 1.21163  -0.11
C 0.38426 2.27910 1.53877  -0.16
C 2.12102 -0.50663 0.82210  -0.37
P 3.44028 0.75361 1.08412  1.08
C 3.73429 1.34797 -0.62375  -0.39
C 2.93824 1.01774 -1.72064  -0.10
C 3.19449 1.58109 -2.96640  -0.09
C 4.24866 2.46337 -3.13541  -0.09
C 5.05409 2.78847 -2.04965  -0.08
C 4.79158 2.24098 -0.80530  -0.10
C 4.86385 -0.37261 1.32852  -0.38
C 5.37704 -1.17199 0.30759  -0.09
C 6.42705 -2.04020 0.55692  -0.08
C 6.97408 -2.12331 1.83220  -0.08
C 6.47296 -1.33242 2.85395  -0.08
C 5.42445 -0.45591 2.59970  -0.11
H 1.95886 -2.04798 2.35366  0.11
H 2.03297 -0.43496 2.99366  0.08
H -0.38632 -1.92351 2.64658  0.08
H -0.30751 -0.95828 1.22180  0.02
H -1.54038 1.64004 5.59525  0.10
H -1.13757 1.24941 7.98928  0.11
H 0.23076 -0.68228 8.71757  0.11
H 1.19089 -2.21052 7.02906  0.11
H 0.82995 -1.80734 4.64397  0.09
H 1.11774 2.02907 4.82569  0.10
H 2.46602 4.00257 4.26193  0.11
H 2.51699 4.86533 1.95246  0.11
H 1.21068 3.71883 0.18579  0.10
H -0.16770 1.78280 0.74625  0.05
H 1.31041 -0.02934 0.26740  0.02
H 2.47110 -1.32464 0.19282  0.08
H 2.12979 0.30093 -1.61542  0.05
H 2.57130 1.31668 -3.81456  0.09
H 4.44934 2.89277 -4.10838  0.10
H 5.88287 3.47301 -2.17522  0.11
H 5.41604 2.50559 0.04149  0.11
H 4.95825 -1.10394 -0.69099  0.10
H 6.82382 -2.65272 -0.24286  0.10
H 7.79553 -2.80110 2.02481  0.10
H 6.90281 -1.38982 3.84551  0.10
H 5.03964 0.17660 3.39172  0.09
C 1.87498 -1.90667 -4.13097  -0.03
N 0.55031 -2.47967 -4.27168  -0.12
C 0.05141 -3.10691 -5.39702  -0.03
C -1.20795 -3.47937 -5.10266  -0.05
N -1.49388 -3.07497 -3.80906  -0.02
B -2.77614 -3.51001 -3.06754  -0.43
N -4.01220 -2.50455 -3.31259  -0.02
C -5.29885 -2.98607 -3.20340  -0.06
C -6.15482 -1.98332 -3.49395  -0.04
N -5.38424 -0.88132 -3.80244  -0.12
C -5.89491 0.45673 -4.02460  -0.03
C -4.07116 -1.20531 -3.65150  -0.70
S -2.74013 -0.09456 -3.79992  0.60
C -0.39774 -2.46534 -3.31058  -0.75
S -0.12631 -1.78273 -1.76898  0.56
H 2.42862 -2.08794 -5.04845  0.10
H 2.39584 -2.36374 -3.29105  0.09
H 1.80143 -0.83388 -3.95308  0.06
H 0.64111 -3.24088 -6.28572  0.12
H -1.93326 -4.01107 -5.69105  0.12
H -2.55874 -3.62509 -1.88393  0.07
H -3.12302 -4.55761 -3.55486  0.08
H -5.48710 -4.02114 -2.98173  0.13
H -7.22716 -1.96705 -3.57824  0.12
H -6.78851 0.41039 -4.64329  0.10
H -5.13485 1.04259 -4.53137  0.06
H -6.14811 0.94408 -3.08181  0.09

Atoms 1-6, force components in eV/Å:
3.726 -1.507 -1.013
-1.430 0.167 0.308
-0.740 0.416 0.012
-0.374 0.084 0.174
-0.356 0.375 -0.270
-0.346 0.288 0.161

LUMO energy	-2.19	eV
M	842.4	g/mol
orbital gap	7.6352	eV
charge	+1